ORCA calculation (the ωB97M-V functional and the def2-TZVPD basis) on a 16-piece molecular cluster, C66H173N13O25 overall at a distorted geometry.

Bonds (Å) are listed after each position.
CARTESIAN COORDINATES (ANGSTROEM)
1 C -4.51541 -0.81904 5.51421  O2 1.388, H10 1.071, H11 1.122, H12 1.092
2 O -5.53014 -1.04902 4.59600  C1 1.388, C3 1.405
3 C -6.20577 0.11995 4.20910  O2 1.405, C4 1.518, H13 1.160, H14 1.099
4 C -6.91109 -0.17521 2.89726  C3 1.518, N5 1.400, H15 1.125, H16 1.085
5 N -7.85687 -1.19369 3.06668  C4 1.400, C6 1.499, H17 1.018
6 C -8.50086 -1.54259 1.75892  N5 1.499, C7 1.559, H18 1.106, H19 1.113
7 C -9.57448 -2.64841 1.99321  C6 1.559, O8 1.400, H20 1.083, H21 1.091
8 O -8.90451 -3.80492 2.41010  C7 1.400, C9 1.426
9 C -9.67275 -4.98100 2.65617  O8 1.426, H22 1.088, H23 1.112, H24 1.147
10 H -4.84774 -0.44170 6.45960  C1 1.071
11 H -3.81998 -0.11688 4.98274  C1 1.122
12 H -3.96562 -1.72462 5.77694  C1 1.092
13 H -5.51899 1.03280 4.00481  C3 1.160
14 H -6.86930 0.37999 5.04606  C3 1.099
15 H -6.03486 -0.41399 2.23316  C4 1.125
16 H -7.33803 0.74917 2.52178  C4 1.085
17 H -7.41502 -1.97055 3.55342  N5 1.018
18 H -7.76998 -1.84067 0.98348  C6 1.106
19 H -8.98848 -0.62045 1.37105  C6 1.113
20 H -10.06175 -2.82439 1.04183  C7 1.083
21 H -10.27464 -2.32764 2.76611  C7 1.091
22 H -9.28020 -5.47884 3.54009  C9 1.088
23 H -9.64921 -5.66820 1.78279  C9 1.112
24 H -10.72003 -4.52530 2.75888  C9 1.147
25 C -3.99640 4.43729 4.54994  O26 1.389, H34 1.119, H35 1.125, H36 1.055
26 O -3.55341 3.38789 5.34427  C25 1.389, C27 1.399
27 C -3.21021 3.91300 6.59451  O26 1.399, C28 1.420, H37 1.094, H38 1.107
28 C -2.51827 2.96141 7.38934  C27 1.420, N29 1.433, H39 1.122, H40 1.121
29 N -3.40090 1.86504 7.65708  C28 1.433, C30 1.452, H41 1.036
30 C -3.01722 0.88449 8.65695  N29 1.452, C31 1.521, H42 1.105, H43 1.087
31 C -1.91938 -0.06434 8.19965  C30 1.521, O32 1.415, H44 1.100, H45 1.098
32 O -2.34424 -0.90125 7.14037  C31 1.415, C33 1.407
33 C -1.53845 -2.04615 7.00460  O32 1.407, H46 1.066, H47 1.075, H48 1.108
34 H -4.40189 3.98050 3.61288  C25 1.119
35 H -3.19404 5.20060 4.35351  C25 1.125
36 H -4.74767 4.99601 5.03616  C25 1.055
37 H -4.09854 4.32292 7.08417  C27 1.094
38 H -2.59957 4.83559 6.54962  C27 1.107
39 H -2.28566 3.47392 8.35995  C28 1.122
40 H -1.58226 2.68999 6.83554  C28 1.121
41 H -3.79838 1.46110 6.78991  N29 1.036
42 H -3.87970 0.23213 8.88633  C30 1.105
43 H -2.63347 1.43346 9.51293  C30 1.087
44 H -1.53642 -0.68528 9.02287  C31 1.100
45 H -1.03394 0.48438 7.85233  C31 1.098
46 H -1.46491 -2.54903 7.94196  C33 1.066
47 H -0.53349 -1.89200 6.65451  C33 1.075
48 H -2.01083 -2.64804 6.20319  C33 1.108
49 C 8.06112 -1.67619 4.18605  O50 1.414, H58 1.061, H59 1.115, H60 1.097
50 O 6.81155 -2.31929 4.02579  C49 1.414, C51 1.410
51 C 5.73745 -1.41301 4.14336  O50 1.410, C52 1.514, H61 1.122, H62 1.086
52 C 4.52232 -2.30347 3.99362  C51 1.514, N53 1.463, H63 1.098, H64 1.124
53 N 4.14393 -2.50188 2.59432  C52 1.463, C54 1.502, H65 1.022
54 C 3.31317 -3.71463 2.28498  N53 1.502, C55 1.486, H66 1.092, H67 1.106
55 C 3.00076 -3.78624 0.83409  C54 1.486, O56 1.393, H68 1.154, H69 1.130
56 O 4.10382 -4.27841 0.14044  C55 1.393, C57 1.443
57 C 3.95780 -4.21411 -1.29375  O56 1.443, H70 1.108, H71 1.093, H72 1.157
58 H 8.03965 -1.21686 5.14227  C49 1.061
59 H 8.12401 -0.81065 3.48614  C49 1.115
60 H 8.73889 -2.49600 3.91594  C49 1.097
61 H 5.75061 -0.60118 3.36874  C51 1.122
62 H 5.83871 -0.88100 5.08451  C51 1.086
63 H 3.71384 -1.81956 4.55729  C52 1.098
64 H 4.73973 -3.24386 4.56998  C52 1.124
65 H 5.00896 -2.74353 2.10749  N53 1.022
66 H 2.40861 -3.59747 2.88533  C54 1.092
67 H 3.85804 -4.63896 2.55211  C54 1.106
68 H 2.72769 -2.73505 0.44462  C55 1.154
69 H 2.11324 -4.48123 0.75882  C55 1.130
70 H 3.73953 -3.14983 -1.50983  C57 1.108
71 H 3.20724 -4.94359 -1.60972  C57 1.093
72 H 4.99796 -4.51577 -1.70154  C57 1.157
73 C -5.37870 5.54202 -6.44573  O74 1.455, H82 1.091, H83 1.082, H84 1.100
74 O -5.73677 5.19263 -5.07947  C73 1.455, C75 1.454
75 C -5.35372 6.21562 -4.12008  O74 1.454, C76 1.547, H85 1.097, H86 1.077
76 C -6.10547 5.94459 -2.79566  C75 1.547, N77 1.424, H87 1.050, H88 1.113
77 N -5.71222 4.83234 -1.99757  C76 1.424, C78 1.490, H89 0.993
78 C -4.49899 4.91175 -1.13666  N77 1.490, C79 1.503, H90 1.126, H91 1.074
79 C -4.32378 3.67368 -0.30195  C78 1.503, O80 1.385, H92 1.120, H93 1.106
80 O -3.40383 3.91354 0.70515  C79 1.385, C81 1.402
81 C -2.66781 2.90317 1.34030  O80 1.402, H94 1.062, H95 1.120, H96 1.075
82 H -4.32096 5.80436 -6.50384  C73 1.091
83 H -6.01873 6.33278 -6.81501  C73 1.082
84 H -5.55898 4.61565 -7.01077  C73 1.100
85 H -5.60475 7.21744 -4.48968  C75 1.097
86 H -4.27859 6.25452 -4.06848  C75 1.077
87 H -7.12498 5.94317 -3.04503  C76 1.050
88 H -6.08416 6.81690 -2.10513  C76 1.113
89 H -5.82912 3.94915 -2.43598  N77 0.993
90 H -4.72503 5.71951 -0.38496  C78 1.126
91 H -3.58336 5.17646 -1.63251  C78 1.074
92 H -3.96279 2.84369 -0.96094  C79 1.120
93 H -5.32924 3.38045 0.05335  C79 1.106
94 H -1.91868 3.42142 1.88681  C81 1.062
95 H -2.24422 2.17896 0.59818  C81 1.120
96 H -3.33118 2.33995 1.97100  C81 1.075
97 C -3.11462 -1.65530 2.45852  O98 1.410, H106 1.088, H107 1.117, H108 1.097
98 O -2.02184 -1.41431 1.60040  C97 1.410, C99 1.427
99 C -2.00359 -2.01965 0.30815  O98 1.427, C100 1.540, H109 1.116, H110 1.058
100 C -0.59590 -1.77074 -0.26442  C99 1.540, N101 1.479, H111 1.106, H112 1.110
101 N -0.57682 -2.21667 -1.67397  C100 1.479, C102 1.451, H113 1.036
102 C 0.78246 -2.47107 -2.11352  N101 1.451, C103 1.521, H114 1.078, H115 1.110
103 C 1.57907 -1.23690 -2.50771  C102 1.521, O104 1.423, H116 1.071, H117 1.119
104 O 1.97125 -0.62206 -1.28551  C103 1.423, C105 1.449
105 C 2.81115 0.52160 -1.58052  O104 1.449, H118 1.116, H119 1.060, H120 1.034
106 H -3.01259 -1.09278 3.38461  C97 1.088
107 H -3.16633 -2.71955 2.79538  C97 1.117
108 H -4.07198 -1.41316 1.98093  C97 1.097
109 H -2.74076 -1.54561 -0.38232  C99 1.116
110 H -2.26875 -3.04187 0.36592  C99 1.058
111 H 0.17358 -2.36324 0.26525  C100 1.106
112 H -0.34450 -0.70106 -0.10628  C100 1.110
113 H -1.06912 -3.12832 -1.64454  N101 1.036
114 H 0.80856 -2.97817 -3.06423  C102 1.078
115 H 1.31204 -3.01726 -1.30486  C102 1.110
116 H 1.05872 -0.61010 -3.20267  C103 1.071
117 H 2.49870 -1.55618 -3.05881  C103 1.119
118 H 2.24806 1.36415 -2.04687  C105 1.116
119 H 3.57248 0.12783 -2.20337  C105 1.060
120 H 3.26424 0.90844 -0.73550  C105 1.034
121 C 7.49824 1.38292 6.60270  O122 1.399, H130 1.053, H131 1.102, H132 1.080
122 O 7.55023 1.51370 5.21089  C121 1.399, C123 1.396
123 C 6.86193 2.57295 4.61581  O122 1.396, C124 1.532, H133 1.123, H134 1.111
124 C 7.05211 2.60940 3.09607  C123 1.532, N125 1.408, H135 1.104, H136 1.059
125 N 6.09582 3.36450 2.38998  C124 1.408, C126 1.495, H137 1.030
126 C 4.88614 2.63220 1.90398  N125 1.495, C127 1.484, H138 1.114, H139 1.098
127 C 4.08315 3.56801 1.07886  C126 1.484, O128 1.421, H140 1.133, H141 1.107
128 O 4.68996 3.65403 -0.20290  C127 1.421, C129 1.410
129 C 4.09782 4.48357 -1.17681  O128 1.410, H142 1.081, H143 1.100, H144 1.075
130 H 7.74479 2.25163 7.14477  C121 1.053
131 H 8.24716 0.61431 6.85528  C121 1.102
132 H 6.54896 0.99332 6.94001  C121 1.080
133 H 7.17783 3.54388 5.08357  C123 1.123
134 H 5.80928 2.46522 4.95490  C123 1.111
135 H 7.18474 1.54431 2.83654  C124 1.104
136 H 8.00924 3.02866 2.92188  C124 1.059
137 H 6.47319 3.97989 1.65506  N125 1.030
138 H 4.17261 2.37604 2.72089  C126 1.114
139 H 5.10384 1.69546 1.37446  C126 1.098
140 H 4.20484 4.54750 1.63552  C127 1.133
141 H 3.02056 3.26635 0.99936  C127 1.107
142 H 4.91540 4.96403 -1.69650  C129 1.081
143 H 3.44444 5.20256 -0.66182  C129 1.100
144 H 3.41663 3.93619 -1.80357  C129 1.075
145 C 7.86943 5.28075 -1.36770  O146 1.416, H154 1.090, H155 1.085, H156 1.080
146 O 7.93713 4.65020 -0.10176  C145 1.416, C147 1.384
147 C 8.87311 3.63113 -0.11201  O146 1.384, C148 1.523, H157 1.118, H158 1.085
148 C 8.52001 2.43863 -0.99040  C147 1.523, N149 1.517, H159 1.120, H160 1.153
149 N 7.13764 2.01718 -0.52971  C148 1.517, C150 1.475, H161 1.020
150 C 6.49449 1.05358 -1.44299  N149 1.475, C151 1.561, H162 1.071, H163 1.089
151 C 6.49994 -0.38893 -0.84765  C150 1.561, O152 1.414, H164 1.083, H165 1.104
152 O 7.82274 -0.87423 -0.72689  C151 1.414, C153 1.429
153 C 7.92902 -2.14514 -0.08280  O152 1.429, H166 1.074, H167 1.066, H168 1.141
154 H 8.82968 5.67059 -1.70509  C145 1.090
155 H 7.15432 6.09611 -1.32857  C145 1.085
156 H 7.57582 4.63256 -2.18030  C145 1.080
157 H 8.97653 3.22466 0.92404  C147 1.118
158 H 9.81270 4.08060 -0.41629  C147 1.085
159 H 9.33249 1.67364 -0.89564  C148 1.120
160 H 8.56044 2.80107 -2.08471  C148 1.153
161 H 6.51213 2.80697 -0.36860  N149 1.020
162 H 6.92255 1.06139 -2.42517  C150 1.071
163 H 5.43798 1.25091 -1.61723  C150 1.089
164 H 5.92376 -1.05140 -1.48109  C151 1.083
165 H 6.08886 -0.31984 0.17485  C151 1.104
166 H 8.23421 -2.00380 0.93730  C153 1.074
167 H 8.67833 -2.69364 -0.60722  C153 1.066
168 H 6.96416 -2.75422 -0.06324  C153 1.141
169 C -4.18037 1.30169 -4.92571  O170 1.453, H178 1.086, H179 1.050, H180 1.051
170 O -3.13523 2.16907 -5.44157  C169 1.453, C171 1.395
171 C -2.84437 3.22887 -4.58275  O170 1.395, C172 1.521, H181 1.109, H182 1.069
172 C -1.32907 3.31257 -4.48748  C171 1.521, N173 1.464, H183 1.136, H184 1.090
173 N -0.73354 2.31882 -3.59180  C172 1.464, C174 1.450, H185 1.042
174 C -1.06365 2.51074 -2.19300  N173 1.450, C175 1.559, H186 1.095, H187 1.095
175 C -0.27533 3.57017 -1.36402  C174 1.559, O176 1.443, H188 1.121, H189 1.078
176 O -0.49948 4.89557 -1.88774  C175 1.443, C177 1.391
177 C -0.25206 5.91754 -0.97662  O176 1.391, H190 1.064, H191 1.112, H192 1.095
178 H -5.07347 1.89302 -4.74759  C169 1.086
179 H -3.86244 0.95517 -3.98646  C169 1.050
180 H -4.36259 0.54325 -5.63058  C169 1.051
181 H -3.31367 3.16677 -3.57943  C171 1.109
182 H -3.20565 4.15864 -4.96579  C171 1.069
183 H -1.05744 4.34887 -4.10901  C172 1.136
184 H -0.96644 3.08835 -5.49065  C172 1.090
185 H -0.92790 1.32449 -3.83652  N173 1.042
186 H -0.88294 1.58079 -1.64290  C174 1.095
187 H -2.12843 2.71134 -2.03498  C174 1.095
188 H 0.82164 3.34424 -1.41029  C175 1.121
189 H -0.64579 3.52268 -0.35309  C175 1.078
190 H 0.76393 5.96940 -0.66503  C177 1.064
191 H -0.84341 5.86919 -0.03649  C177 1.112
192 H -0.58575 6.88936 -1.35374  C177 1.095
193 C -0.20423 -5.54740 0.79694  O194 1.441, H202 1.100, H203 1.127, H204 1.059
194 O -0.58088 -5.28203 -0.56833  C193 1.441, C195 1.471
195 C -1.19598 -6.45613 -1.20733  O194 1.471, C196 1.510, H205 1.115, H206 1.079
196 C -1.34324 -6.21097 -2.68978  C195 1.510, N197 1.428, H207 1.123, H208 1.071
197 N -0.07198 -6.16667 -3.33792  C196 1.428, C198 1.459, H209 1.044
198 C -0.09461 -5.88560 -4.76960  N197 1.459, C199 1.493, H210 1.078, H211 1.152
199 C 1.27072 -6.02559 -5.35745  C198 1.493, O200 1.431, H212 1.069, H213 1.115
200 O 2.02906 -5.12480 -4.54363  C199 1.431, C201 1.378
201 C 3.25845 -4.88943 -5.11895  O200 1.378, H214 1.095, H215 1.102, H216 1.093
202 H 0.57586 -6.31796 0.71146  C193 1.100
203 H -1.13290 -5.95450 1.28930  C193 1.127
204 H 0.11802 -4.61969 1.19277  C193 1.059
205 H -2.22139 -6.62431 -0.80249  C195 1.115
206 H -0.55938 -7.31056 -1.03861  C195 1.079
207 H -2.01575 -5.32489 -2.84508  C196 1.123
208 H -1.89120 -7.07390 -3.00862  C196 1.071
209 H 0.50468 -5.45874 -2.83264  N197 1.044
210 H -0.47711 -4.89270 -4.94398  C198 1.078
211 H -0.80127 -6.62966 -5.29214  C198 1.152
212 H 1.34286 -5.83988 -6.40762  C199 1.069
213 H 1.61316 -7.06328 -5.13332  C199 1.115
214 H 3.82427 -4.09107 -4.62719  C201 1.095
215 H 3.23381 -4.61799 -6.18704  C201 1.102
216 H 3.85591 -5.80107 -5.03439  C201 1.093
217 C 4.87655 0.29909 -5.77793  O218 1.230, N219 1.351, N220 1.444
218 O 3.76338 0.09098 -5.29795  C217 1.230
219 N 5.59788 1.43593 -5.67102  C217 1.351, H221 1.016, H222 0.965
220 N 5.46721 -0.71085 -6.62407  C217 1.444, H223 1.028, H224 1.002
221 H 5.18710 2.24899 -5.22196  N219 1.016
222 H 6.55173 1.29416 -5.69395  N219 0.965
223 H 4.97628 -1.61224 -6.68735  N220 1.028
224 H 5.98832 -0.53216 -7.46158  N220 1.002
225 C 2.83223 3.55939 -4.51349  O226 1.229, N227 1.323, N228 1.397
226 O 3.99473 3.74014 -4.87033  C225 1.229
227 N 2.15040 2.42956 -4.60511  C225 1.323, H229 1.027, H230 1.019
228 N 2.08671 4.63949 -4.03365  C225 1.397, H231 1.026, H232 0.993
229 H 1.21141 2.39903 -4.18937  N227 1.027
230 H 2.67569 1.55620 -4.59646  N227 1.019
231 H 1.11147 4.52792 -3.73670  N228 1.026
232 H 2.59822 5.48371 -3.92259  N228 0.993
233 C 0.28318 -1.08873 -7.88725  C234 1.467, H236 1.068, H237 1.122, H238 1.122
234 C 0.99130 -0.35128 -6.83528  C233 1.467, O235 1.431, H239 1.038, H240 1.078
235 O 1.37129 -1.24509 -5.78498  C234 1.431, H241 0.972
236 H 0.05203 -0.46704 -8.72398  C233 1.068
237 H -0.65804 -1.56796 -7.50983  C233 1.122
238 H 0.88600 -1.93924 -8.30108  C233 1.122
239 H 0.30105 0.31106 -6.43322  C234 1.038
240 H 1.80936 0.26233 -7.17578  C234 1.078
241 H 2.22025 -0.91803 -5.44208  O235 0.972
242 C -3.01513 -2.40629 -4.44357  C243 1.542, H245 1.080, H246 1.073, H247 1.108
243 C -1.85988 -1.41202 -4.67987  C242 1.542, O244 1.385, H248 1.096, H249 1.151
244 O -1.64145 -0.49008 -3.67017  C243 1.385, H250 0.985
245 H -2.85332 -3.16571 -3.69350  C242 1.080
246 H -3.22875 -2.87836 -5.38301  C242 1.073
247 H -3.89698 -1.79720 -4.16423  C242 1.108
248 H -2.09867 -0.86302 -5.59794  C243 1.096
249 H -0.90148 -1.97348 -4.98094  C243 1.151
250 H -1.50214 -0.93211 -2.80146  O244 0.985
251 C -6.99273 -4.34694 5.63950  C252 1.498, H254 1.070, H255 1.084, H256 1.064
252 C -6.02178 -4.44961 4.50388  C251 1.498, O253 1.446, H257 1.093, H258 1.084
253 O -5.19027 -5.62354 4.64809  C252 1.446, H259 0.971
254 H -6.47882 -4.20419 6.56680  C251 1.070
255 H -7.65247 -5.20683 5.65870  C251 1.084
256 H -7.60712 -3.48784 5.51474  C251 1.064
257 H -5.38282 -3.56340 4.46045  C252 1.093
258 H -6.50211 -4.44006 3.53185  C252 1.084
259 H -4.88672 -5.77983 3.73907  O253 0.971
260 C 1.08063 1.42677 1.57622  C261 1.554, H263 1.079, H264 1.079, H265 1.059
261 C 1.53668 0.01603 2.04230  C260 1.554, O262 1.452, H266 1.119, H267 1.103
262 O 2.91579 -0.10133 1.60395  C261 1.452, H268 1.007
263 H 1.57097 2.23900 2.08952  C260 1.079
264 H 0.02220 1.45365 1.78395  C260 1.079
265 H 1.25992 1.54477 0.53915  C260 1.059
266 H 0.83278 -0.75737 1.64296  C261 1.119
267 H 1.49579 -0.03192 3.14368  C261 1.103
268 H 3.30476 -0.93439 2.01418  O262 1.007
269 C -5.47574 -2.52102 -0.81133  C270 1.478, H272 1.072, H273 1.103, H274 1.025
270 C -5.60680 -3.90791 -0.31818  C269 1.478, O271 1.444, H275 1.072, H276 1.154
271 O -6.10201 -4.82382 -1.31856  C270 1.444, H277 0.965
272 H -6.41888 -2.07111 -1.04960  C269 1.072
273 H -4.82901 -2.57833 -1.70252  C269 1.103
274 H -5.09177 -1.88218 -0.10748  C269 1.025
275 H -6.16334 -3.88731 0.59768  C270 1.072
276 H -4.56651 -4.29846 -0.00714  C270 1.154
277 H -6.33957 -5.69941 -0.98887  O271 0.965

The value obtained for the HOMO energy is -8.2278 eV. For the gap between HOMO and LUMO, the calculation gives 8.49 eV. As for the multiplicity: 1. The calculation puts the energy relative to the best compared isomer or geometry (same formula, charge and spin) at 0.0 kcal per mole. The calculation puts the LUMO energy at 0.26 eV.